(1)
Below is a structure of composition C14H17NS4, with properties calculated with the ωB97M-V functional and the def2-TZVPD basis.

Results
total charge = 0

Element x y z (Å)
1 C -5.05634 0.53432 0.41810
2 C -5.05221 -0.89987 -0.16354
3 C -3.58886 -1.34215 -0.31618
4 N -2.80684 -0.17237 0.08088
5 C -1.48164 -0.17823 -0.16361
6 S -0.56455 -1.46501 -0.72304
7 S -0.43076 1.11934 -0.13187
8 C -3.59420 1.03472 0.40278
9 H -5.68383 1.21288 -0.16897
10 H -5.42265 0.54202 1.44734
11 H -5.57486 -1.61819 0.47329
12 H -5.50837 -0.92619 -1.15758
13 H -3.31495 -2.18580 0.34208
14 H -3.34731 -1.64088 -1.35788
15 H -3.45382 1.83918 -0.34882
16 H -3.28450 1.43138 1.38574
17 C 3.93148 -2.26651 2.33513
18 C 3.50813 -1.00638 2.78529
19 C 3.05231 -0.05396 1.87716
20 C 3.02623 -0.32957 0.49638
21 C 2.42901 0.60998 -0.43625
22 S 2.13807 0.19051 -2.07136
23 C 2.36277 1.90311 -2.73425
24 C 1.75479 2.87901 -1.74985
25 S 2.08090 2.24419 -0.02817
26 C 3.48485 -1.59053 0.05464
27 C 3.93028 -2.54348 0.96270
28 H 4.24215 -3.02421 3.05399
29 H 3.53180 -0.78207 3.84885
30 H 2.67742 0.90360 2.23743
31 H 3.44171 2.06065 -2.83225
32 H 1.89197 1.96704 -3.72608
33 H 2.26837 3.84404 -1.74925
34 H 0.67687 3.05246 -1.94895
35 H 3.46508 -1.82341 -1.00753
36 H 4.27149 -3.51963 0.61363

(2)
Below is a cluster of 7 separate species, C27H39F18O13P in total, with properties calculated with the ωB97M-V functional and the def2-TZVPD basis.

Results
SMILES = CCOC(=O)C(F)(F)F.CCOC(=O)C(F)(F)F.CCOC(=O)C(F)(F)F.CCOC(=O)C(F)(F)F.CCOC(=O)C(F)(F)F.CCOC(=O)C(F)(F)F.CCOCP
total charge = 0

Element x y z (Å)
1 C -0.95867 -0.16039 0.48926
2 C -0.15074 0.89078 -0.23994
3 O 1.25857 0.58047 -0.20971
4 C 1.68546 -0.27085 -1.12860
5 O 1.03208 -0.80876 -1.97139
6 C 3.20495 -0.45142 -0.99483
7 F 3.57650 -0.59622 0.28357
8 F 3.84390 0.62096 -1.49413
9 F 3.60523 -1.52906 -1.67426
10 H -0.59235 -0.28474 1.50848
11 H -2.00735 0.13077 0.52636
12 H -0.88535 -1.12636 -0.00957
13 H -0.24508 1.85216 0.25787
14 H -0.48201 1.01660 -1.26906
15 C 1.49204 6.12194 -4.18863
16 C 2.17344 5.45317 -3.01505
17 O 1.36791 5.55039 -1.82157
18 C 0.41245 4.64392 -1.69205
19 O 0.14881 3.76330 -2.45461
20 C -0.31526 4.85107 -0.35536
21 F -0.57922 6.14745 -0.12667
22 F 0.44391 4.39803 0.65744
23 F -1.46893 4.18302 -0.33689
24 H 1.24703 7.15654 -3.94795
25 H 2.14603 6.10955 -5.05917
26 H 0.56473 5.61143 -4.44640
27 H 3.10632 5.95691 -2.77357
28 H 2.40226 4.40949 -3.22316
29 C 4.18769 -6.18843 -8.03609
30 C 5.36589 -5.40844 -8.57490
31 O 5.72568 -5.85439 -9.89878
32 C 5.02497 -5.33620 -10.89678
33 O 4.13692 -4.54200 -10.81197
34 C 5.55633 -5.87841 -12.23335
35 F 5.77940 -7.19836 -12.16974
36 F 6.71444 -5.27062 -12.54200
37 F 4.68459 -5.64466 -13.21341
38 H 4.39632 -7.25820 -8.06338
39 H 3.98512 -5.89445 -7.00716
40 H 3.29377 -6.00881 -8.63305
41 H 6.24455 -5.58387 -7.95911
42 H 5.16867 -4.33730 -8.58006
43 C -2.70978 7.75151 1.69649
44 C -1.98341 7.08034 2.84054
45 O -2.74951 7.14554 4.06082
46 C -3.68029 6.21471 4.20064
47 O -3.94447 5.34367 3.42643
48 C -4.37157 6.36940 5.56370
49 F -4.65926 7.64846 5.83297
50 F -3.56825 5.91132 6.54055
51 F -5.50451 5.66514 5.58713
52 H -2.96373 8.78027 1.95335
53 H -2.08388 7.75677 0.80880
54 H -3.63805 7.23094 1.46195
55 H -1.04958 7.59439 3.05616
56 H -1.74486 6.04330 2.61038
57 C -4.68902 2.71019 5.45549
58 C -5.04609 1.46692 6.23929
59 O -5.74480 0.51359 5.41023
60 C -4.98485 -0.26320 4.65316
61 O -3.79191 -0.25880 4.59023
62 C -5.87140 -1.24796 3.87491
63 F -6.94584 -0.64203 3.35480
64 F -6.29808 -2.21905 4.70526
65 F -5.18960 -1.81652 2.88205
66 H -5.57699 3.14304 4.99973
67 H -4.23354 3.44593 6.11189
68 H -3.98753 2.47747 4.65470
69 H -5.73356 1.70550 7.04771
70 H -4.16573 1.00087 6.67959
71 C -6.16927 -3.79848 7.77100
72 C -4.88413 -3.04834 7.49837
73 O -4.13665 -2.84329 8.71347
74 C -3.37737 -3.85712 9.10654
75 O -3.25347 -4.91128 8.55999
76 C -2.61709 -3.46458 10.38347
77 F -3.41977 -2.83406 11.25270
78 F -1.60314 -2.63993 10.07313
79 F -2.11499 -4.54455 10.97967
80 H -6.75640 -3.28330 8.53161
81 H -6.76123 -3.87374 6.86030
82 H -5.96400 -4.80453 8.13526
83 H -5.09926 -2.05220 7.11822
84 H -4.26892 -3.55963 6.75993
85 C 7.68610 -3.39837 -4.52355
86 C 6.53087 -3.71798 -5.46814
87 O 5.66023 -4.73463 -5.02194
88 C 4.80392 -4.32519 -3.98925
89 P 3.17054 -3.66579 -4.66316
90 H 7.99204 -2.37321 -4.69474
91 H 8.51142 -4.08255 -4.65815
92 H 7.38044 -3.46201 -3.48624
93 H 6.96806 -4.01184 -6.41261
94 H 5.96932 -2.80063 -5.65168
95 H 4.58200 -5.17343 -3.35826
96 H 5.24298 -3.56295 -3.35501
97 H 2.88393 -2.67190 -3.70555
98 H 3.66288 -2.87217 -5.72498

(3)
Below is a structure of composition C4H9N2O2, with properties calculated with the ωB97M-V functional and the def2-TZVPD basis.

Results
total charge = -1
energy relative to the best compared isomer or geometry (same formula, charge and spin) = 587.0 kJ/mol

Element x y z (Å)
1 C -1.40783 -1.43878 -0.15565
2 C -0.05020 1.41284 -0.73454
3 C -1.09707 -0.41626 0.87333
4 C -0.00270 0.56757 0.52443
5 N 1.29784 -0.61451 -0.05707
6 N 2.41281 -0.06501 0.04489
7 O 3.38423 -0.84060 -0.27707
8 O 2.63941 1.10328 0.42408
9 H -0.59815 -2.06122 -0.55105
10 H -1.93599 -1.07266 -1.15545
11 H -2.31034 -2.06345 0.14724
12 H 0.02376 0.95825 -1.81568
13 H -0.97590 1.94607 -0.77378
14 H 0.81895 2.16821 -0.79182
15 H -0.86768 -0.99050 1.76831
16 H -1.83504 0.33115 1.17602
17 H 0.50390 1.07563 1.35382

(4)
Below is an isolated molecule of C20H22ClFN4O2, with properties calculated with the ωB97M-V functional and the def2-TZVPD basis.

Results
SMILES = CN(Cc1ccccn1)C(=O)C[C@@H]1C(=O)NCCN1Cc1ccc(F)cc1Cl
total charge = 0
energy relative to the best compared isomer or geometry (same formula, charge and spin) = 57.5 kJ/mol

Element x y z (Å)
1 C 0.85985 0.92971 1.82436
2 N 1.19841 -0.46950 1.94157
3 C 1.68112 -0.88293 3.25039
4 C 3.11365 -0.45500 3.42785
5 C 4.14771 -1.18052 2.84304
6 C 5.44567 -0.72770 3.00077
7 C 5.66527 0.43114 3.73111
8 C 4.56650 1.08608 4.26332
9 N 3.32386 0.65953 4.11529
10 C 0.98685 -1.41062 1.00570
11 O 1.27167 -2.58690 1.18942
12 C 0.37097 -0.97206 -0.31361
13 C -1.17302 -0.79312 -0.22655
14 C -1.66501 -1.28408 1.13847
15 O -1.86811 -0.52570 2.06748
16 N -1.83853 -2.60987 1.21760
17 C -1.66726 -3.44569 0.05514
18 C -2.37862 -2.75467 -1.10351
19 N -1.78522 -1.45721 -1.37482
20 C -2.67483 -0.59871 -2.13568
21 C -1.91576 0.55610 -2.73204
22 C -0.67558 0.32021 -3.31668
23 C 0.07405 1.33945 -3.87029
24 C -0.43781 2.62463 -3.83841
25 F 0.27715 3.63416 -4.36977
26 C -1.66791 2.90447 -3.27585
27 C -2.39890 1.86177 -2.72556
28 Cl -3.93849 2.23705 -2.03337
29 H 1.43605 1.47874 2.56759
30 H -0.20582 1.07947 2.01456
31 H 1.11053 1.31783 0.83831
32 H 1.05527 -0.42471 4.01930
33 H 1.60217 -1.97144 3.29631
34 H 3.92402 -2.07421 2.28146
35 H 6.27348 -1.26801 2.56423
36 H 6.66177 0.81643 3.88130
37 H 4.67895 1.99786 4.83585
38 H 0.57494 -1.76645 -1.03212
39 H 0.83146 -0.05777 -0.68395
40 H -1.40455 0.27515 -0.27028
41 H -2.08151 -3.00986 2.11027
42 H -2.11743 -4.42093 0.24313
43 H -0.60275 -3.58432 -0.15880
44 H -2.30462 -3.36128 -2.01209
45 H -3.44654 -2.66025 -0.83795
46 H -3.09139 -1.19940 -2.95169
47 H -3.51578 -0.22936 -1.52803
48 H -0.30428 -0.69176 -3.32298
49 H 1.03495 1.15293 -4.32194
50 H -2.04535 3.91407 -3.26732

Table of highest occupied orbital energy (eV), in record order: -5.888; -8.949; -3.535; -8.685
Table of largest force on an atom (eV/A), in record order: 1.889; 1.031; 6.529; 0.547